{
  "formula": "C8H20N4P",
  "method": "ωB97M-V/def2-TZVPD",
  "homo_lumo_gap_ev": 10.99,
  "de_lowest_kcal_mol": 59.0,
  "smiles": "CC[N+](CC)=P(N)(N1CC1)N1CC1",
  "total_charge": 1,
  "elements": ["C", "C", "N", "C", "C", "P", "N", "N", "C", "C", "N", "C", "C", "H", "H", "H", "H", "H", "H", "H", "H", "H", "H", "H", "H", "H", "H", "H", "H", "H", "H", "H", "H"],
  "xyz": [[-2.899, -0.306, -1.626], [-1.756, -1.097, -1.164], [-0.967, -0.370, -0.129], [-1.019, -0.937, 1.200], [-2.181, -0.483, 2.099], [0.597, 0.199, -0.573], [0.367, 1.273, -1.796], [1.176, 1.112, 0.911], [1.923, 2.235, 0.694], [0.621, 2.509, 1.217], [1.844, -0.873, -0.880], [3.122, -0.668, -0.384], [2.430, -1.980, -0.127], [-2.426, 0.615, -2.190], [-3.425, -0.796, -2.369], [-3.349, 0.082, -0.746], [-2.043, -2.015, -0.784], [-1.178, -1.336, -2.033], [-0.082, -0.841, 1.728], [-1.159, -2.115, 1.099], [-2.777, 0.125, 1.507], [-2.635, -1.450, 2.421], [-1.712, 0.114, 2.884], [1.077, 1.197, -2.496], [-0.522, 1.141, -2.183], [2.216, 2.507, -0.277], [2.608, 2.508, 1.465], [0.435, 2.435, 2.376], [-0.121, 2.891, 0.519], [3.205, -0.014, 0.549], [3.836, -0.647, -1.094], [2.675, -2.815, -0.696], [2.119, -2.200, 0.878]]
}

=====

{
  "formula": "C58H44BrF4HfIN6P2Te",
  "method": "ωB97M-V/def2-TZVPD",
  "homo_lumo_gap_ev": 5.71,
  "de_lowest_kcal_mol": 10.4,
  "elements": ["Hf", "C", "P", "C", "C", "C", "C", "C", "C", "C", "C", "C", "C", "C", "C", "C", "C", "C", "C", "C", "P", "C", "C", "C", "C", "C", "C", "C", "C", "C", "C", "C", "C", "N", "H", "H", "H", "H", "H", "H", "H", "H", "H", "H", "H", "H", "H", "H", "H", "H", "H", "H", "H", "H", "H", "H", "H", "H", "H", "H", "Br", "C", "C", "C", "C", "C", "C", "I", "H", "H", "H", "H", "Te", "C", "C", "C", "C", "C", "C", "H", "H", "H", "H", "H", "F", "C", "C", "F", "C", "C", "C", "F", "C", "C", "C", "N", "C", "N", "F", "C", "C", "N", "C", "N", "C", "C", "C", "C", "N", "H", "H", "H", "H", "H", "H", "H", "H", "H"],
  "xyz": [[0.023, 0.773, -0.644], [2.348, 1.642, 1.617], [0.542, 1.487, 2.049], [0.691, 0.337, 3.461], [1.444, -0.825, 3.305], [1.550, -1.726, 4.349], [0.901, -1.485, 5.550], [0.146, -0.334, 5.706], [0.038, 0.571, 4.666], [0.351, 3.096, 2.897], [-0.484, 4.057, 2.343], [-0.642, 5.293, 2.941], [0.027, 5.567, 4.121], [0.870, 4.617, 4.678], [1.046, 3.389, 4.068], [2.807, 0.721, 0.526], [4.093, 0.579, 0.068], [4.033, -0.253, -1.067], [2.712, -0.581, -1.253], [2.161, -1.458, -2.340], [0.371, -1.064, -2.649], [-0.361, -2.638, -3.208], [-1.480, -2.572, -4.038], [-2.151, -3.726, -4.397], [-1.714, -4.957, -3.932], [-0.610, -5.029, -3.100], [0.055, -3.876, -2.724], [0.410, -0.145, -4.235], [-0.266, 1.069, -4.341], [-0.240, 1.783, -5.528], [0.461, 1.289, -6.616], [1.112, 0.068, -6.524], [1.086, -0.651, -5.342], [1.934, -0.015, -0.256], [2.953, 1.501, 2.520], [2.501, 2.682, 1.289], [1.946, -1.021, 2.366], [2.138, -2.623, 4.225], [0.985, -2.192, 6.361], [-0.360, -0.137, 6.640], [-0.533, 1.476, 4.801], [-1.026, 3.830, 1.441], [-1.298, 6.022, 2.491], [-0.117, 6.517, 4.610], [1.392, 4.832, 5.599], [1.709, 2.655, 4.508], [4.970, 1.025, 0.490], [4.855, -0.560, -1.682], [2.241, -2.508, -2.039], [2.757, -1.324, -3.248], [-1.826, -1.612, -4.395], [-3.021, -3.661, -5.032], [-2.237, -5.857, -4.216], [-0.269, -5.987, -2.735], [0.895, -3.955, -2.049], [-0.850, 1.446, -3.508], [-0.765, 2.724, -5.593], [0.485, 1.845, -7.541], [1.644, -0.328, -7.376], [1.577, -1.614, -5.283], [-2.775, 3.963, 5.649], [-3.091, 2.144, 6.107], [-3.176, 1.794, 7.446], [-3.403, 0.478, 7.806], [-3.537, -0.495, 6.829], [-3.457, -0.150, 5.492], [-3.240, 1.169, 5.129], [-3.168, 1.692, 3.093], [-3.079, 2.563, 8.195], [-3.483, 0.220, 8.850], [-3.718, -1.522, 7.104], [-3.571, -0.906, 4.729], [1.567, 2.751, -1.770], [0.428, 4.507, -2.291], [-0.314, 5.184, -1.338], [-0.945, 6.375, -1.647], [-0.825, 6.906, -2.919], [-0.084, 6.235, -3.875], [0.542, 5.041, -3.565], [-0.388, 4.791, -0.335], [-1.520, 6.887, -0.891], [-1.301, 7.845, -3.158], [0.013, 6.647, -4.868], [1.135, 4.520, -4.302], [-6.099, 0.363, -0.753], [-5.350, 1.439, -0.443], [-5.952, 2.546, 0.097], [-7.279, 2.495, 0.309], [-5.239, 3.736, 0.434], [-3.832, 3.632, 0.237], [-3.245, 2.495, -0.250], [-1.824, 2.486, -0.320], [-3.963, 1.368, -0.660], [-3.299, 0.224, -1.318], [-2.109, -0.388, -0.694], [-1.847, 0.434, -1.680], [-4.007, -0.608, -2.234], [-4.443, -1.353, -2.986], [-3.021, 4.669, 0.535], [-5.843, 4.891, 0.930], [-5.108, 6.034, 1.266], [-4.529, 6.983, 1.568], [-7.221, 5.020, 1.147], [-8.341, 5.186, 1.351], [-1.387, -2.108, 2.351], [-2.045, -2.071, 0.974], [-3.557, -1.871, 1.113], [-1.767, -3.396, 0.249], [-1.406, -0.999, 0.185], [-1.832, -2.894, 2.955], [-1.519, -1.162, 2.870], [-0.325, -2.309, 2.249], [-3.967, -2.616, 1.789], [-4.063, -1.978, 0.154], [-3.782, -0.883, 1.508], [-2.169, -4.223, 0.829], [-0.695, -3.538, 0.122], [-2.238, -3.404, -0.733]]
}

=====

{
  "formula": "C29H47N4O6SSi5W",
  "method": "ωB97M-V/def2-TZVPD",
  "homo_lumo_gap_ev": [7.05, 7.41],
  "de_lowest_kcal_mol": 0.0,
  "multiplicity": 3,
  "total_charge": -1,
  "elements": ["W", "N", "C", "C", "C", "C", "C", "C", "S", "O", "O", "N", "C", "N", "C", "C", "C", "N", "H", "H", "H", "H", "H", "H", "H", "H", "H", "O", "C", "O", "C", "O", "O", "C", "Si", "C", "C", "C", "C", "C", "C", "C", "H", "H", "H", "H", "H", "H", "H", "H", "H", "H", "H", "C", "Si", "C", "C", "Si", "Si", "C", "C", "C", "Si", "C", "C", "C", "H", "H", "H", "H", "H", "H", "H", "H", "H", "H", "H", "H", "H", "H", "H", "H", "H", "H", "H", "H", "H", "H", "H", "H", "H", "H", "H"],
  "xyz": [[0.000, 0.051, 0.589], [3.498, 5.216, 5.361], [2.826, 4.060, 4.970], [3.410, 3.180, 4.058], [2.771, 2.013, 3.687], [1.535, 1.713, 4.244], [0.939, 2.576, 5.166], [1.585, 3.741, 5.528], [0.602, 0.313, 3.749], [1.381, -0.691, 3.060], [-0.160, -0.099, 4.889], [-0.349, 0.830, 2.526], [-1.108, 1.901, 2.236], [-1.584, 2.825, 3.055], [-2.435, 3.680, 2.494], [-2.822, 3.609, 1.170], [-2.223, 2.635, 0.385], [-1.339, 1.810, 0.893], [4.202, 5.546, 4.723], [2.924, 5.950, 5.737], [4.377, 3.419, 3.628], [3.247, 1.346, 2.980], [-0.023, 2.321, 5.588], [1.131, 4.415, 6.247], [-2.827, 4.449, 3.153], [-3.536, 4.298, 0.744], [-2.431, 2.529, -0.669], [3.215, -2.338, 0.498], [2.492, -1.392, 0.515], [1.197, -1.425, 0.142], [2.918, 0.042, 0.941], [4.044, 0.268, 1.319], [1.949, 0.900, 0.811], [-3.639, -0.655, 1.302], [-1.940, -1.479, 1.054], [-1.660, -2.383, 2.695], [-2.272, -2.959, -0.096], [-3.464, -3.689, -0.035], [-3.667, -4.816, -0.824], [-2.669, -5.247, -1.692], [-1.473, -4.547, -1.760], [-1.283, -3.418, -0.972], [-4.296, -1.289, 1.906], [-4.139, -0.454, 0.347], [-3.534, 0.301, 1.829], [-2.411, -3.169, 2.823], [-1.711, -1.706, 3.552], [-0.671, -2.852, 2.712], [-4.253, -3.370, 0.642], [-4.603, -5.361, -0.759], [-2.825, -6.127, -2.305], [-0.686, -4.879, -2.429], [-0.341, -2.886, -1.027], [1.656, -2.161, -2.904], [1.768, -0.293, -3.019], [3.473, 0.240, -2.441], [1.770, 0.064, -4.870], [0.078, 0.806, -1.801], [-1.809, 0.639, -3.213], [-2.245, -1.162, -3.493], [-1.570, 1.429, -4.906], [-3.404, 1.422, -2.569], [0.812, 3.033, -1.985], [2.171, 3.486, -0.777], [1.510, 3.408, -3.699], [-0.524, 4.347, -1.729], [2.369, -2.613, -3.604], [0.654, -2.513, -3.165], [1.888, -2.519, -1.899], [4.229, -0.407, -2.898], [3.609, 0.182, -1.358], [3.680, 1.273, -2.739], [2.730, -0.282, -5.269], [1.664, 1.126, -5.107], [0.977, -0.480, -5.389], [-1.422, -1.701, -3.975], [-3.131, -1.252, -4.132], [-2.450, -1.667, -2.545], [-0.863, 0.861, -5.509], [-1.191, 2.452, -4.831], [-2.527, 1.461, -5.439], [-3.720, 0.964, -1.625], [-4.199, 1.256, -3.302], [-3.313, 2.505, -2.420], [2.999, 2.771, -0.804], [1.798, 3.485, 0.251], [2.559, 4.483, -1.014], [2.353, 2.753, -3.939], [1.868, 4.442, -3.722], [0.763, 3.287, -4.489], [-0.816, 4.423, -0.677], [-1.428, 4.160, -2.320], [-0.119, 5.318, -2.033]]
}

=====

{
  "formula": "C3H4FN2O3",
  "method": "ωB97M-V/def2-TZVPD",
  "homo_lumo_gap_ev": 10.06,
  "de_lowest_kcal_mol": 0.0,
  "smiles": "O=[N+]([O-])C1=[NH+]OC[C@@H]1F",
  "total_charge": 1,
  "elements": ["O", "N", "O", "C", "N", "O", "C", "C", "F", "H", "H", "H", "H"],
  "xyz": [[-1.825, -1.762, 0.496], [-1.867, -0.671, 0.851], [-2.577, -0.055, 1.543], [-0.512, -0.029, 0.388], [-0.407, 1.251, 0.293], [0.727, 1.598, -0.387], [1.499, 0.485, -0.686], [0.564, -0.814, -0.305], [0.075, -1.394, -1.371], [-1.014, 1.969, 0.704], [2.401, 0.417, -0.125], [1.764, 0.558, -1.698], [1.172, -1.553, 0.296]]
}

=====

{
  "formula": "CH6N2",
  "method": "ωB97M-V/def2-TZVPD",
  "homo_lumo_gap_ev": 6.79,
  "de_lowest_kcal_mol": 258.9,
  "elements": ["N", "C", "N", "H", "H", "H", "H", "H", "H"],
  "xyz": [[0.577, -1.240, 1.435], [-0.018, -0.269, 0.794], [0.056, 0.819, -1.674], [-0.340, 0.713, 0.203], [0.111, -2.013, 0.889], [0.758, 1.309, -2.186], [0.344, -0.436, -0.382], [-0.677, 0.329, 2.102], [-0.811, 0.788, -1.181]]
}

=====

{
  "formula": "C2H6N2O4",
  "method": "ωB97M-V/def2-TZVPD",
  "homo_lumo_gap_ev": 10.81,
  "de_lowest_kcal_mol": 232.3,
  "smiles": "CON(OC)[N+](=O)[O-]",
  "elements": ["C", "O", "N", "O", "C", "N", "O", "O", "H", "H", "H", "H", "H", "H"],
  "xyz": [[1.230, 1.434, -0.715], [0.044, 0.799, -1.194], [-0.124, -0.363, -0.510], [-1.413, -0.319, 0.489], [-1.053, -0.338, 1.809], [-0.196, -1.466, -1.361], [0.478, -1.440, -2.312], [-0.922, -2.330, -0.965], [1.851, 0.812, -0.072], [1.022, 2.319, -0.214], [1.940, 1.754, -1.648], [-0.291, 0.452, 2.261], [-0.661, -1.230, 2.097], [-1.904, -0.082, 2.336]]
}

=====

{
  "formula": "C3H8N2O3S",
  "method": "ωB97M-V/def2-TZVPD",
  "homo_lumo_gap_ev": 9.39,
  "de_lowest_kcal_mol": 82.4,
  "elements": ["C", "C", "C", "N", "N", "O", "O", "O", "S", "H", "H", "H", "H", "H", "H", "H", "H"],
  "xyz": [[-0.007, -0.058, 0.545], [-0.419, 2.678, -1.035], [0.103, 1.315, -1.444], [-0.691, -0.704, 1.223], [0.140, -4.269, 2.974], [3.039, -2.766, 1.508], [2.528, -0.714, 2.637], [0.633, 0.752, -0.219], [2.150, -1.664, 1.661], [-0.449, 3.250, -2.053], [-1.462, 2.588, -0.646], [0.230, 3.196, -0.391], [1.046, 1.536, -2.046], [-0.603, 0.646, -1.988], [-0.232, -5.030, 3.169], [-0.112, -3.813, 2.188], [-0.133, -3.818, 3.778]]
}

=====

{
  "formula": "C14H16ClNO4",
  "method": "ωB97M-V/def2-TZVPD",
  "homo_lumo_gap_ev": 9.02,
  "smiles": "C=CCNC(=O)COC(=O)COc1ccc(Cl)cc1C",
  "elements": ["C", "C", "C", "N", "C", "O", "C", "O", "C", "O", "C", "O", "C", "C", "C", "C", "Cl", "C", "C", "C", "H", "H", "H", "H", "H", "H", "H", "H", "H", "H", "H", "H", "H", "H", "H", "H"],
  "xyz": [[-4.741, -2.674, -1.563], [-5.686, -1.794, -1.833], [-5.644, -0.336, -1.481], [-4.360, 0.101, -0.992], [-4.168, 0.545, 0.262], [-5.049, 0.724, 1.071], [-2.707, 0.866, 0.598], [-1.800, 0.316, -0.358], [-0.786, -0.432, 0.105], [-0.557, -0.639, 1.260], [0.017, -0.997, -1.065], [1.298, -1.406, -0.686], [2.181, -0.460, -0.233], [1.939, 0.905, -0.225], [2.908, 1.787, 0.229], [4.119, 1.294, 0.674], [5.336, 2.385, 1.238], [4.369, -0.071, 0.675], [3.410, -0.959, 0.226], [3.647, -2.435, 0.222], [-4.838, -3.710, -1.839], [-3.838, -2.406, -1.039], [-6.590, -2.096, -2.343], [-6.369, -0.128, -0.686], [-5.924, 0.258, -2.359], [-3.558, -0.035, -1.588], [-2.476, 0.478, 1.595], [-2.583, 1.954, 0.609], [0.034, -0.270, -1.889], [-0.486, -1.906, -1.412], [0.998, 1.309, -0.563], [2.715, 2.847, 0.236], [5.318, -0.440, 1.032], [2.876, -2.932, 0.808], [4.622, -2.674, 0.635], [3.583, -2.822, -0.794]]
}

=====

{
  "formula": "C5H4ClNO",
  "method": "ωB97M-V/def2-TZVPD",
  "homo_lumo_gap_ev": 9.23,
  "de_lowest_kcal_mol": 117.9,
  "smiles": "C#C/C(=N\\O)C(=C)Cl",
  "elements": ["C", "C", "C", "N", "O", "C", "C", "Cl", "H", "H", "H", "H"],
  "xyz": [[-1.384, 2.448, -0.009], [-0.629, 1.455, -0.071], [-0.007, 0.073, -0.129], [-0.777, -0.914, -0.219], [-2.121, -0.529, 0.012], [1.432, -0.223, -0.072], [1.854, -1.477, 0.062], [2.447, 1.181, -0.040], [-2.048, 3.363, 0.093], [-2.726, -1.385, 0.316], [1.067, -2.220, 0.005], [2.893, -1.773, 0.052]]
}